Here is C36H55N6O11PSSiW as an isolated structure in a non-equilibrium geometry from OMol25. Energies are from ωB97M-V/def2-TZVPD.

Summary:
* ΔE to the lowest compared entry with this formula, charge and spin: 0.00 kcal per mole
* F_max: 0.0346 Eh/bohr
* net charge: +2
* E_LUMO: -5.7 eV
* frontier orbital gap: 0.260 Eh
* E_tot: -99505.9795 eV

Each line ends with the Mulliken charge.
Cartesian coordinates (Å):
1 W 0.626 -0.096 -0.212  1.43
2 C -3.635 -0.187 -1.906  -0.92
3 C -3.538 0.595 -3.050  -1.76
4 C -2.390 1.335 -3.236  -1.21
5 C -1.337 1.242 -2.319  1.24
6 N -1.383 0.377 -1.290  0.83
7 C -2.540 -0.279 -1.077  0.27
8 C -0.130 2.046 -2.398  1.73
9 C -0.052 3.122 -3.284  -0.57
10 C 1.077 3.910 -3.335  -1.10
11 C 2.131 3.598 -2.492  -1.17
12 C 2.051 2.520 -1.623  -1.37
13 C 0.914 1.714 -1.529  0.35
14 H -4.511 -0.778 -1.677  0.68
15 H -4.338 0.625 -3.780  0.45
16 H -2.276 1.954 -4.113  0.64
17 H -2.586 -0.911 -0.218  -0.49
18 H -0.884 3.360 -3.933  0.30
19 H 1.138 4.746 -4.017  0.47
20 H 3.038 4.187 -2.515  0.46
21 H 2.940 2.309 -1.053  0.77
22 C -3.483 -0.762 2.102  -1.19
23 C -2.072 -1.207 2.471  2.07
24 C -2.121 -2.459 3.334  -1.77
25 C -1.354 -0.086 3.207  -1.48
26 O -1.328 -1.475 1.232  1.18
27 Si -1.267 -2.924 0.394  -0.65
28 S -0.185 -2.250 -1.304  -0.91
29 O -0.700 -4.196 1.172  0.51
30 C 0.416 -5.017 1.581  1.72
31 C 1.297 -4.242 2.548  -1.32
32 C 1.186 -5.429 0.335  -1.28
33 C -0.194 -6.228 2.267  -1.87
34 O -2.834 -3.209 0.038  0.88
35 C -3.491 -4.409 -0.444  1.64
36 C -4.740 -3.929 -1.165  -1.74
37 C -3.854 -5.266 0.758  -1.39
38 C -2.576 -5.155 -1.405  -1.42
39 H -4.068 -0.621 3.012  0.69
40 H -3.978 -1.521 1.495  -0.14
41 H -3.455 0.187 1.562  -0.08
42 H -2.633 -2.226 4.269  0.59
43 H -1.116 -2.806 3.568  0.23
44 H -2.667 -3.264 2.840  0.25
45 H -1.967 0.220 4.058  0.62
46 H -1.210 0.766 2.539  -0.25
47 H -0.383 -0.407 3.580  0.22
48 H 1.640 -3.311 2.101  0.04
49 H 2.166 -4.845 2.814  0.59
50 H 0.756 -4.015 3.467  0.32
51 H 1.504 -4.550 -0.227  -0.01
52 H 0.562 -6.042 -0.317  0.31
53 H 2.066 -6.011 0.609  0.51
54 H -0.819 -5.914 3.105  0.32
55 H 0.592 -6.879 2.649  0.46
56 H -0.805 -6.802 1.569  0.32
57 H -5.344 -3.309 -0.499  0.29
58 H -5.346 -4.776 -1.486  0.49
59 H -4.468 -3.349 -2.050  0.31
60 H -4.543 -4.730 1.414  0.28
61 H -2.960 -5.526 1.325  0.05
62 H -4.340 -6.187 0.435  0.53
63 H -2.253 -4.496 -2.214  0.29
64 H -3.103 -6.002 -1.845  0.56
65 H -1.696 -5.540 -0.888  0.13
66 C 3.746 -2.270 -0.581  -0.91
67 C 3.169 -1.469 -1.696  0.19
68 N 2.074 -0.702 -1.811  0.81
69 C 2.026 -0.280 -3.138  -0.78
70 C 3.080 -0.778 -3.810  -0.75
71 N 3.785 -1.506 -2.887  -0.02
72 H 3.014 -2.965 -0.180  -0.10
73 H 4.095 -1.639 0.232  0.15
74 H 4.585 -2.844 -0.973  0.57
75 H 1.229 0.315 -3.534  0.50
76 H 3.378 -0.682 -4.838  0.43
77 H 4.628 -2.030 -3.059  0.23
78 N -2.420 3.865 3.234  0.01
79 C -2.636 4.850 2.114  -0.78
80 P -2.273 3.946 0.529  1.47
81 O -0.993 4.414 -0.024  -0.95
82 O -2.595 2.509 0.904  -0.85
83 C -3.661 4.329 -0.656  -0.94
84 N -4.392 3.032 -0.871  0.07
85 H -1.523 4.057 3.709  0.35
86 H -2.423 2.917 2.816  -0.12
87 H -3.153 3.913 3.939  0.42
88 H -1.947 5.680 2.240  0.32
89 H -3.657 5.219 2.179  0.56
90 H -3.225 4.660 -1.596  0.35
91 H -4.360 5.085 -0.307  0.47
92 H -3.956 2.378 -0.167  -0.07
93 H -4.221 2.641 -1.799  0.24
94 H -5.397 3.101 -0.728  0.42
95 O 2.425 0.896 0.425  -0.73
96 C 1.760 1.700 1.143  1.43
97 O 0.488 1.637 1.039  -0.08
98 C 2.374 2.691 2.035  -0.26
99 C 3.723 2.651 2.374  -0.68
100 C 4.243 3.612 3.231  -0.82
101 C 3.427 4.609 3.745  -0.65
102 C 2.090 4.624 3.380  -0.07
103 C 1.550 3.687 2.530  0.14
104 N 1.210 5.675 3.912  0.95
105 O -0.003 5.552 3.722  -0.67
106 O 1.695 6.551 4.569  -0.56
107 H 4.353 1.868 1.975  0.56
108 H 5.288 3.586 3.504  0.46
109 H 3.812 5.365 4.414  0.53
110 H 0.526 3.733 2.197  0.18
111 O 1.652 -1.512 0.697  -0.38
112 O 1.051 -0.631 1.596  -0.58

Here is C36H56F5N2O40S10 as an isolated structure in a non-equilibrium geometry from OMol25. Energies are from ωB97M-V/def2-TZVPD.

Summary:
* F_max: 0.2899 Eh/bohr
* net charge: +1
* E_LUMO: -4.7 eV
* frontier orbital gap: 0.155 Eh
* E_tot: -245014.9769 eV

Each line ends with the Mulliken charge.
Cartesian coordinates (Å):
1 F -0.241 2.542 5.065  -0.24
2 C 0.133 1.854 3.792  0.61
3 F 0.639 0.490 4.182  -0.30
4 F 1.295 2.578 3.199  -0.22
5 C -1.148 1.682 2.783  0.49
6 F -0.794 0.570 1.824  -0.30
7 F -2.381 1.287 3.519  -0.18
8 C -1.416 3.006 1.812  -0.38
9 C -2.090 4.270 2.636  -0.31
10 C -3.554 4.742 2.072  -0.01
11 C -4.790 3.683 2.473  0.25
12 C -5.200 3.679 4.009  -0.45
13 C -6.404 2.656 4.388  -0.29
14 C -6.839 1.850 3.069  0.32
15 C -8.045 0.725 3.228  -0.57
16 C -7.318 -0.738 2.873  0.31
17 C -7.918 -1.831 1.808  -0.49
18 C -7.007 -3.211 1.584  -0.34
19 C -5.569 -3.466 2.378  -0.37
20 C -4.965 -2.338 3.451  -0.43
21 C -5.876 -0.994 3.682  0.10
22 N -6.248 2.078 1.753  0.16
23 N -5.292 2.931 1.332  -0.46
24 H -0.344 3.268 1.356  0.38
25 H -2.067 2.619 0.912  0.09
26 H -2.133 4.118 3.799  0.43
27 H -1.350 5.191 2.462  0.03
28 H -3.827 5.774 2.597  0.49
29 H -3.558 4.954 0.913  -0.42
30 H -4.664 4.369 4.786  0.40
31 H -6.876 2.524 5.445  0.36
32 H -8.929 0.888 2.452  0.35
33 H -8.527 0.716 4.313  0.30
34 H -8.919 -1.632 1.223  0.29
35 H -7.422 -3.999 0.820  0.30
36 H -4.904 -4.439 2.242  0.31
37 H -3.928 -2.478 4.019  0.31
38 H -5.494 -0.189 4.443  0.07
39 H -6.631 1.468 0.966  0.39
40 C 1.457 -2.834 2.904  -0.50
41 C 2.424 -1.728 3.319  -0.20
42 O 3.512 -2.401 3.948  -0.38
43 S 3.709 -3.861 3.247  1.26
44 O 4.759 -3.749 2.258  -0.54
45 O 3.707 -4.868 4.282  -0.61
46 O 2.279 -3.915 2.466  -0.05
47 H 0.865 -3.181 3.757  0.34
48 H 0.786 -2.516 2.101  0.41
49 H 1.967 -1.011 4.004  0.24
50 H 2.815 -1.198 2.444  0.18
51 C 3.045 -8.719 0.300  -0.45
52 C 2.911 -7.754 -0.875  -0.36
53 O 1.840 -6.881 -0.521  0.05
54 S 1.827 -6.688 1.098  0.87
55 O 2.518 -5.457 1.411  -0.29
56 O 0.502 -6.992 1.584  -0.62
57 O 2.814 -7.932 1.467  -0.33
58 H 2.278 -9.499 0.258  0.31
59 H 4.034 -9.183 0.342  0.35
60 H 2.695 -8.268 -1.814  0.34
61 H 3.816 -7.148 -0.992  0.23
62 C 3.925 -2.289 -0.539  0.11
63 C 5.319 -2.477 -1.132  -0.42
64 O 5.138 -2.392 -2.544  -0.26
65 S 3.912 -1.364 -2.861  1.09
66 O 4.477 -0.070 -3.171  -0.43
67 O 2.964 -2.035 -3.719  -0.61
68 O 3.294 -1.302 -1.353  -0.17
69 H 3.340 -3.212 -0.609  0.09
70 H 3.960 -1.959 0.502  -0.09
71 H 5.763 -3.437 -0.857  0.33
72 H 5.989 -1.666 -0.828  0.35
73 C -2.750 -7.212 -2.187  -0.37
74 C -2.794 -5.687 -2.152  -0.37
75 O -1.492 -5.285 -1.734  -0.29
76 S -0.401 -6.365 -2.287  0.97
77 O 0.172 -5.844 -3.508  -0.62
78 O 0.398 -6.818 -1.173  -0.30
79 O -1.455 -7.545 -2.683  -0.35
80 H -2.848 -7.632 -1.181  0.27
81 H -3.526 -7.633 -2.833  0.31
82 H -3.554 -5.307 -1.464  0.30
83 H -2.970 -5.275 -3.151  0.30
84 C -4.621 0.228 9.409  -0.39
85 C -4.238 0.426 7.945  -0.34
86 O -5.461 0.315 7.221  -0.18
87 S -6.679 0.877 8.149  1.09
88 O -6.942 2.247 7.768  -0.58
89 O -7.709 -0.134 8.212  -0.54
90 O -5.875 0.889 9.567  -0.30
91 H -4.764 -0.833 9.639  0.32
92 H -3.878 0.651 10.091  0.31
93 H -3.517 -0.318 7.599  0.34
94 H -3.835 1.430 7.775  0.27
95 C 3.179 5.800 2.343  -0.12
96 C 3.562 5.998 0.879  -0.40
97 O 2.339 5.887 0.155  -0.32
98 S 1.121 6.449 1.083  0.94
99 O 0.858 7.819 0.702  -0.58
100 O 0.091 5.438 1.146  -0.27
101 O 1.925 6.461 2.501  -0.36
102 H 3.036 4.739 2.573  0.09
103 H 3.922 6.223 3.025  0.34
104 H 4.283 5.254 0.533  0.35
105 H 3.965 7.002 0.709  0.29
106 C -2.955 2.739 -2.586  -0.36
107 C -3.089 3.705 -3.761  -0.40
108 O -4.160 4.577 -3.407  -0.30
109 S -4.173 4.770 -1.787  0.93
110 O -3.482 6.002 -1.474  -0.51
111 O -5.498 4.466 -1.301  -0.55
112 O -3.186 3.526 -1.418  -0.08
113 H -3.722 1.959 -2.628  0.27
114 H -1.966 2.275 -2.543  0.35
115 H -3.305 3.190 -4.700  0.33
116 H -2.184 4.311 -3.878  0.28
117 C 6.101 -0.192 -7.874  -0.47
118 C 7.473 -0.039 -7.223  -0.10
119 O 7.215 0.061 -5.825  -0.40
120 S 5.894 -0.827 -5.466  1.31
121 O 6.335 -2.113 -4.974  -0.35
122 O 4.961 0.012 -4.750  -0.62
123 O 5.351 -1.025 -6.990  -0.36
124 H 5.590 0.773 -7.948  0.31
125 H 6.163 -0.647 -8.866  0.35
126 H 8.007 0.844 -7.581  0.39
127 H 8.090 -0.929 -7.390  0.06
128 C 10.094 -4.952 -7.011  -0.37
129 C 8.814 -5.698 -6.644  -0.34
130 O 8.284 -5.000 -5.520  -0.34
131 S 8.664 -3.419 -5.651  1.10
132 O 7.529 -2.727 -6.219  -0.52
133 O 9.308 -3.002 -4.427  -0.60
134 O 9.801 -3.571 -6.810  -0.32
135 H 10.915 -5.227 -6.342  0.31
136 H 10.394 -5.131 -8.047  0.31
137 H 8.999 -6.746 -6.395  0.32
138 H 8.079 -5.642 -7.454  0.26
139 C -2.380 8.835 -2.719  -0.02
140 C -0.858 8.738 -2.764  -0.21
141 O -0.542 8.463 -4.127  -0.31
142 S -1.650 9.181 -5.083  1.07
143 O -1.105 10.441 -5.538  -0.53
144 O -2.191 8.188 -5.981  -0.52
145 O -2.756 9.493 -3.927  -0.33
146 H -2.839 7.840 -2.716  0.10
147 H -2.733 9.399 -1.851  0.31
148 H -0.471 7.951 -2.112  0.18
149 H -0.394 9.693 -2.496  0.30

Here is a 9-piece molecular cluster, C36H56NO16 overall from OMol25. Energies are from ωB97M-V/def2-TZVPD.

Summary:
* F_max: 0.0151 Eh/bohr
* net charge: -1
* E_LUMO: 1.7 eV
* frontier orbital gap: 0.128 Eh
* E_tot: -72490.9829 eV

Each line ends with the Mulliken charge.
Cartesian coordinates (Å):
1 C -4.530 1.493 -0.239  -0.77
2 C -3.510 1.356 -1.409  0.91
3 C -2.612 2.628 -1.456  -0.91
4 C -1.520 2.476 -0.441  -0.01
5 N -1.501 2.864 0.781  -0.57
6 H -4.274 0.881 0.645  0.16
7 H -5.523 1.154 -0.561  0.02
8 H -4.630 2.530 0.113  0.48
9 H -2.841 0.517 -1.139  -0.82
10 H -3.213 3.511 -1.204  0.49
11 H -2.196 2.763 -2.462  -0.24
12 H -0.656 1.881 -0.775  0.26
13 H -2.366 3.375 0.970  0.22
14 O 4.591 1.385 2.783  -0.61
15 C 3.464 1.217 2.387  0.36
16 O 2.568 2.204 2.322  -0.39
17 C 1.266 1.688 1.901  -0.24
18 C 1.594 0.396 1.175  0.38
19 C 2.840 -0.081 1.911  0.13
20 H 0.656 1.532 2.790  0.15
21 H 0.770 2.416 1.270  0.22
22 H 0.769 -0.306 1.181  -0.40
23 H 1.839 0.624 0.135  0.27
24 H 2.592 -0.687 2.786  0.38
25 H 3.536 -0.625 1.276  -0.27
26 O -1.495 -0.637 2.290  -0.60
27 C -1.708 -1.394 1.388  0.52
28 O -0.686 -2.020 0.735  -0.36
29 C -1.195 -2.766 -0.383  -0.52
30 C -2.656 -3.033 -0.048  -0.51
31 C -3.025 -1.793 0.763  0.53
32 H -1.086 -2.154 -1.281  0.25
33 H -0.592 -3.667 -0.490  0.38
34 H -3.271 -3.180 -0.932  0.26
35 H -2.735 -3.927 0.574  0.31
36 H -3.357 -0.968 0.129  -0.83
37 H -3.772 -1.969 1.531  0.41
38 O -2.613 1.107 -4.829  -0.47
39 C -2.683 2.015 -5.592  0.51
40 O -2.614 3.317 -5.197  -0.30
41 C -2.834 4.192 -6.305  -0.48
42 C -2.493 3.373 -7.547  -0.47
43 C -2.883 1.967 -7.102  -0.56
44 H -3.882 4.506 -6.296  0.26
45 H -2.204 5.070 -6.176  0.31
46 H -3.007 3.723 -8.440  0.32
47 H -1.418 3.418 -7.733  0.26
48 H -3.935 1.752 -7.295  0.24
49 H -2.273 1.179 -7.534  0.31
50 O -6.192 -3.065 -1.420  -0.65
51 C -6.180 -2.179 -2.237  0.68
52 O -6.118 -0.887 -1.912  -0.03
53 C -6.229 -0.047 -3.080  -0.19
54 C -5.811 -0.946 -4.234  -0.45
55 C -6.261 -2.322 -3.747  -0.70
56 H -7.270 0.283 -3.149  0.19
57 H -5.556 0.805 -2.939  0.06
58 H -6.248 -0.643 -5.185  0.38
59 H -4.724 -0.915 -4.326  0.17
60 H -7.299 -2.540 -4.011  0.23
61 H -5.628 -3.141 -4.081  0.35
62 O 10.485 3.862 3.046  -0.62
63 C 9.340 3.511 3.122  0.52
64 O 8.664 3.035 2.053  -0.38
65 C 7.288 2.765 2.408  -0.35
66 C 7.298 2.585 3.918  -0.12
67 C 8.436 3.513 4.339  -0.33
68 H 6.678 3.615 2.099  0.20
69 H 6.956 1.884 1.870  0.28
70 H 6.336 2.803 4.372  0.44
71 H 7.555 1.553 4.164  -0.07
72 H 8.095 4.537 4.507  0.31
73 H 8.974 3.167 5.216  0.13
74 O 8.606 1.627 6.974  -0.58
75 C 8.867 0.477 6.780  0.53
76 O 8.076 -0.531 7.216  -0.36
77 C 8.671 -1.803 6.911  -0.45
78 C 9.628 -1.531 5.756  -0.51
79 C 10.064 -0.097 6.046  -0.32
80 H 9.191 -2.160 7.803  0.26
81 H 7.873 -2.498 6.664  0.33
82 H 10.445 -2.247 5.705  0.32
83 H 9.085 -1.566 4.811  0.25
84 H 10.925 -0.049 6.716  0.33
85 H 10.277 0.492 5.157  0.21
86 O -11.184 0.889 -1.757  -0.61
87 C -10.637 -0.078 -1.308  0.52
88 O -9.364 -0.059 -0.870  -0.37
89 C -8.941 -1.383 -0.481  0.04
90 C -10.234 -2.134 -0.180  -0.59
91 C -11.209 -1.476 -1.151  -0.44
92 H -8.392 -1.824 -1.308  -0.21
93 H -8.274 -1.304 0.372  0.40
94 H -10.131 -3.210 -0.305  0.33
95 H -10.547 -1.938 0.847  0.29
96 H -11.201 -1.954 -2.133  0.23
97 H -12.234 -1.424 -0.792  0.33
98 O 2.736 -4.809 -0.595  -0.58
99 C 3.764 -4.208 -0.681  0.59
100 O 4.460 -4.127 -1.845  -0.38
101 C 5.701 -3.433 -1.641  -0.48
102 C 5.492 -2.595 -0.385  -0.41
103 C 4.514 -3.459 0.406  -0.26
104 H 6.492 -4.177 -1.513  0.24
105 H 5.910 -2.844 -2.530  0.33
106 H 6.421 -2.373 0.137  0.41
107 H 5.018 -1.648 -0.647  0.22
108 H 5.022 -4.196 1.032  0.32
109 H 3.824 -2.888 1.020  0.05